Entry 1:
ORCA calculation (ωB97M-V with the def2-TZVPD basis set) on one molecule with the formula C4H11Cl2PSi.

SMILES: C[Si](C)(C)C(P)(Cl)Cl
Spin multiplicity: 1
Net charge: 0

```
19
C4H11Cl2PSi, DFT ωB97M-V with the def2-TZVPD basis set
C -0.789 -1.546 -0.931
Si -0.062 0.115 -0.512
C -0.540 1.641 -1.421
C 1.853 -0.209 -0.730
C -0.571 0.516 1.381
P -0.410 -0.975 2.536
Cl -2.251 1.013 1.521
Cl 0.420 2.064 2.102
H -0.894 -1.624 -2.043
H -0.288 -2.388 -0.456
H -1.816 -1.859 -0.558
H 0.271 2.430 -1.246
H -0.591 1.552 -2.524
H -1.511 1.996 -1.028
H 2.065 -1.099 -0.065
H 2.179 -0.658 -1.783
H 2.443 0.564 -0.488
H 0.957 -1.049 2.529
H -0.463 -0.484 3.717
```

Löwdin atomic charge list, values in e, 8 entries: -0.22 0.41 -0.21 -0.17 -1.41 0.76 0.50 0.33



Entry 2:
ORCA calculation (ωB97M-V with the def2-TZVPD basis set) on C5H20NO5 as an isolated structure.

Spin multiplicity: 1
Net charge: -1

```
31
C5H20NO5, DFT ωB97M-V with the def2-TZVPD basis set
C 2.147 0.244 0.021
C 1.749 -1.010 0.814
C 2.439 -0.839 2.193
C 2.342 -2.256 0.131
N 1.538 0.224 -1.340
C 0.316 1.014 -1.439
O -0.726 0.273 -0.790
H 1.690 1.157 0.399
H 3.212 0.461 -0.075
H 0.664 -1.034 0.904
H 1.735 -0.456 2.950
H 3.168 -0.035 2.172
H 2.662 -1.796 2.637
H 2.245 -3.150 0.743
H 1.919 -2.324 -0.871
H 3.422 -2.103 -0.011
H 1.217 -0.688 -1.635
H 0.465 2.041 -1.076
H -0.073 1.147 -2.459
H -2.352 -0.353 0.098
H -3.513 0.478 0.588
O -3.221 -0.440 0.517
H -0.944 -0.850 -1.791
H -1.670 -2.029 -2.615
O -1.060 -1.297 -2.712
H -2.250 2.125 1.829
H -2.156 0.731 2.140
O -1.927 1.569 2.569
H -2.120 2.968 -0.569
H -1.439 1.110 -0.331
O -2.083 2.144 -0.091
```

Löwdin atomic charge list, values in e, 8 entries: -0.21 -0.39 -0.09 -0.08 -0.05 -0.31 -0.27 0.11



Asked for frontier orbital gap across the records above, the calculation gives 10.153 8.594 eV in order.
Asked for E_HOMO across the records above, the calculation gives -9.6 -5.1 eV in order.
Asked for energy above the lowest of the compared OMol25 structures with the same formula, charge and spin across the records above, the calculation gives 0.0 20.5 kcal/mol in order.